Entry 1:
A structure of composition C38H33BrN6O2PRe, computed with wB97M-V/def2-TZVPD.

The geometry in XYZ format:
```
82
Properties=species:S:1:pos:R:3:mulliken_charge:R:1
Re 1.38 -1.19 -0.37 1.17
Br 5.71 -1.12 5.79 -0.07
C 4.47 -1.31 4.40 -0.37
C 3.46 -2.27 4.49 -0.34
C 2.54 -2.43 3.46 -0.68
C 2.65 -1.62 2.35 0.16
O 1.78 -1.75 1.31 -0.50
C 3.65 -0.64 2.23 0.11
C 3.76 0.19 1.07 0.62
N 2.99 0.19 0.03 0.24
C 3.31 1.07 -1.06 -0.11
C 4.12 2.18 -1.01 -0.68
C 4.40 2.89 -2.19 -1.29
C 3.87 2.50 -3.40 -0.91
C 3.01 1.38 -3.46 1.18
C 2.42 0.91 -4.65 -0.63
C 1.58 -0.18 -4.61 -1.14
C 1.32 -0.80 -3.39 0.12
N 1.87 -0.39 -2.25 0.12
C 2.73 0.68 -2.27 0.81
C 4.57 -0.51 3.28 -0.87
H 3.40 -2.90 5.37 0.49
H 1.76 -3.18 3.52 0.54
H 4.61 0.86 1.07 0.44
H 4.54 2.53 -0.08 0.47
H 5.04 3.76 -2.14 0.46
H 4.11 3.04 -4.30 0.52
H 2.63 1.41 -5.59 0.55
H 1.12 -0.57 -5.51 0.47
H 0.64 -1.63 -3.34 0.50
H 5.36 0.23 3.20 0.56
N -1.53 -0.36 -1.06 0.20
P -0.32 0.42 -0.18 1.27
C -0.83 0.88 1.47 0.82
C -1.64 2.02 1.60 -0.90
C -2.13 2.38 2.84 -0.88
C -1.81 1.62 3.96 -0.67
C -1.02 0.49 3.84 -0.90
C -0.53 0.11 2.60 -0.43
C -0.06 1.92 -1.12 0.55
C -0.50 2.05 -2.44 -0.79
C -0.27 3.23 -3.12 -1.00
C 0.41 4.28 -2.51 -0.61
C 0.86 4.14 -1.20 -0.90
C 0.63 2.97 -0.50 -0.46
C -1.23 -2.71 -0.90 0.18
C -1.86 -3.96 -0.95 -0.60
C -1.15 -5.08 -1.30 -0.49
C 0.21 -4.96 -1.64 -0.91
C 0.78 -3.73 -1.55 -0.23
N 0.10 -2.61 -1.14 0.41
H -2.29 0.20 -1.44 0.49
H -1.88 2.63 0.74 0.51
H -2.75 3.26 2.94 0.48
H -2.19 1.91 4.93 0.46
H -0.79 -0.11 4.71 0.51
H 0.05 -0.79 2.51 0.51
H -1.02 1.24 -2.94 0.50
H -0.64 3.35 -4.14 0.50
H 0.57 5.20 -3.04 0.50
H 1.38 4.96 -0.72 0.52
H 0.95 2.89 0.53 0.54
H -2.92 -4.01 -0.73 0.54
H -1.64 -6.04 -1.35 0.47
H 0.80 -5.81 -1.95 0.48
H 1.83 -3.58 -1.79 0.49
N -1.98 -1.60 -0.55 0.16
C -2.78 -1.77 0.63 -1.21
N -3.73 -0.89 0.78 0.72
C -4.33 0.02 -0.21 -0.33
C -5.86 -0.08 -0.16 -0.86
O -6.34 0.13 1.14 -0.39
C -5.89 -0.90 1.99 -0.72
C -4.38 -0.85 2.11 -0.34
H -4.03 -0.28 -1.21 0.69
H -4.02 1.05 0.00 0.08
H -6.17 -1.06 -0.53 0.40
H -6.29 0.69 -0.80 0.38
H -6.21 -1.88 1.61 0.35
H -6.34 -0.74 2.97 0.37
H -3.98 -1.67 2.69 0.45
H -4.09 0.10 2.58 0.18
```

Computed properties:
energy above the lowest of the compared OMol25 structures with the same formula, charge and spin: 61.4 kcal per mole
energy: -4939.58209 Eh
multiplicity: 2
lowest unoccupied orbital energy (spin up / spin down): -10.27 / -10.27 eV
total charge: +3

---

Entry 2:
The ion C4H8N7S with charge +1, computed with wB97M-V/def2-TZVPD.

The geometry in XYZ format:
```
20
Properties=species:S:1:pos:R:3:mulliken_charge:R:1
C 2.28 -0.04 -2.48 -0.06
C 1.61 -2.41 -1.29 0.04
C -0.08 0.06 0.83 0.61
C -2.67 0.60 0.91 -0.94
N 3.25 -0.84 -1.92 -0.47
N 1.35 -0.85 -2.96 0.03
N 1.07 -1.98 -2.66 -0.46
N 0.90 -1.74 -0.33 -0.17
N 1.09 -0.56 0.03 -0.20
N 0.10 1.09 1.64 -0.35
N 3.03 -2.09 -1.62 0.12
S -1.45 -0.46 0.07 0.18
H 2.49 0.95 -2.62 0.46
H 1.44 -3.42 -1.14 0.46
H -3.59 0.65 0.18 0.34
H -2.28 1.67 0.92 0.30
H -3.00 0.16 1.88 0.35
H -0.66 1.59 2.13 0.21
H 1.05 1.46 1.86 0.29
H 3.79 -2.73 -1.76 0.25
```

Computed properties:
energy above the lowest of the compared OMol25 structures with the same formula, charge and spin: 13.5 kcal per mole
energy: -938.24536 Eh
multiplicity: 1
lowest unoccupied orbital energy: -5.05 eV
total charge: +1

---

Entry 3:
A cluster of 4 separate species, C2H13N2O4 in total, computed with wB97M-V/def2-TZVPD.

The geometry in XYZ format:
```
21
Properties=species:S:1:pos:R:3:mulliken_charge:R:1
N -0.96 -1.03 0.05 -0.22
C -0.07 -0.05 -0.69 -0.69
C 0.12 -0.50 -2.12 0.69
N 1.01 0.03 -3.01 -0.38
O -0.69 -1.30 -2.59 -0.63
H -1.18 -1.83 -0.62 0.43
H -0.52 -1.47 0.92 0.20
H -1.76 -0.64 0.52 0.37
H 0.89 -0.18 -0.16 0.33
H -0.27 0.99 -0.37 0.50
H 1.50 0.87 -2.82 0.19
H 0.75 -0.26 -3.93 0.27
H 0.35 -1.95 3.28 0.33
H 1.26 -2.51 2.37 0.31
O 0.38 -2.12 2.28 -0.67
H -1.09 1.65 3.00 0.30
H -2.49 1.40 2.45 0.33
O -1.55 1.05 2.40 -0.62
H 1.82 3.01 0.24 0.29
H 1.29 2.50 -1.07 0.29
O 1.21 2.34 -0.12 -0.62
```

Computed properties:
energy above the lowest of the compared OMol25 structures with the same formula, charge and spin: 25.5 kcal per mole
energy: -494.24391 Eh
multiplicity: 1
lowest unoccupied orbital energy: -2.88 eV
total charge: +1

---

Entry 4:
An isolated molecule of C7H16O2Si, computed with wB97M-V/def2-TZVPD.

The geometry in XYZ format:
```
26
Properties=species:S:1:pos:R:3:mulliken_charge:R:1
C 0.51 -2.87 -0.07 -0.87
C 0.26 -2.14 1.24 -0.78
C -0.15 -1.52 -0.06 1.06
C -2.05 -1.51 -1.56 -0.83
C 2.27 2.21 -0.19 -1.27
C 0.24 1.42 1.95 -1.20
C -1.01 2.14 -0.91 -1.26
O -1.51 -1.32 -0.25 -0.32
O 0.77 -0.24 -0.49 -0.24
Si 0.54 1.38 -0.01 0.50
H 1.51 -3.05 -0.47 0.19
H -0.11 -3.76 -0.23 0.38
H -0.73 -2.60 1.62 0.19
H 1.10 -1.63 1.69 0.36
H -2.06 -0.57 -2.00 0.16
H -2.88 -2.04 -1.26 0.32
H -1.31 -2.16 -2.02 0.39
H 2.84 1.56 -0.78 0.33
H 2.21 3.14 -0.69 0.39
H 2.75 2.37 0.73 0.36
H 1.04 1.88 2.50 0.38
H -0.67 1.79 2.14 0.39
H 0.31 0.40 2.41 0.29
H -0.70 3.24 -0.96 0.30
H -1.24 1.88 -1.89 0.42
H -1.95 1.99 -0.44 0.37
```

Computed properties:
energy above the lowest of the compared OMol25 structures with the same formula, charge and spin: 78.3 kcal per mole
energy: -715.98667 Eh
multiplicity: 3
lowest unoccupied orbital energy (spin up / spin down): 0.95 / -3.21 eV
total charge: 0

---

Entry 5:
An isolated molecule of C6H9N, computed with wB97M-V/def2-TZVPD.

The geometry in XYZ format:
```
16
Properties=species:S:1:pos:R:3:mulliken_charge:R:1
C -1.42 0.64 -1.17 -1.41
C -0.23 0.23 -0.35 1.26
C 1.03 -0.33 -0.93 -1.07
C 0.23 -1.15 0.04 -0.19
C 0.36 -0.68 1.52 -0.25
N 1.23 0.45 1.73 -0.61
C -0.06 0.69 1.14 -0.64
H -2.29 0.83 -0.54 0.38
H -1.70 -0.15 -1.88 0.31
H -1.22 1.55 -1.75 0.29
H 0.94 -0.66 -1.96 0.29
H 2.02 0.07 -0.70 0.18
H -0.22 -2.10 -0.24 0.39
H 0.07 -1.29 2.37 0.39
H 2.02 0.51 1.10 0.26
H -0.75 1.38 1.63 0.43
```

Computed properties:
energy above the lowest of the compared OMol25 structures with the same formula, charge and spin: 80.1 kcal per mole
energy: -288.65438 Eh
multiplicity: 1
lowest unoccupied orbital energy: 1.10 eV
total charge: 0

---

Entry 6:
A structure of composition C18H25N2O3Rh, computed with wB97M-V/def2-TZVPD.

The geometry in XYZ format:
```
49
Properties=species:S:1:pos:R:3:mulliken_charge:R:1
Rh 0.08 -0.18 -0.52 0.67
C 0.34 4.22 0.44 -1.54
C 0.69 2.73 0.38 0.09
C 1.63 2.44 -0.80 -1.28
C -0.59 1.90 0.34 -0.29
C -1.13 1.34 1.49 0.10
C -2.44 0.64 1.45 -0.37
C -3.35 1.09 0.35 0.23
C -4.81 0.86 0.51 -1.45
C -2.78 1.61 -0.79 -0.99
C -1.42 1.94 -0.84 0.55
H 1.25 4.81 0.49 0.46
H -0.26 4.45 1.32 0.39
H -0.21 4.52 -0.45 0.37
H 1.21 2.47 1.31 0.37
H 1.26 2.87 -1.73 0.38
H 1.79 1.36 -0.99 0.25
H 2.62 2.85 -0.61 0.44
H -0.61 1.42 2.44 0.54
H -2.93 0.65 2.42 0.68
H -5.03 -0.21 0.51 0.34
H -5.38 1.33 -0.28 0.42
H -5.15 1.24 1.48 0.36
H -3.40 1.82 -1.65 0.46
H -1.03 2.40 -1.74 0.58
O 0.08 -0.96 -2.61 -0.44
C 0.78 -2.16 -3.09 -0.55
C 1.85 -2.52 -2.09 -0.74
C 1.31 -3.22 -0.82 -0.81
C 1.77 -2.58 0.46 0.74
C 2.42 -3.29 1.46 -0.86
C 2.88 -2.63 2.59 -0.40
C 2.70 -1.26 2.69 -0.95
C 2.03 -0.61 1.68 0.00
N 1.56 -1.26 0.60 0.34
H -0.67 -0.77 -3.19 0.23
H 1.20 -1.93 -4.07 0.39
H 0.03 -2.95 -3.19 0.41
H 2.38 -1.60 -1.83 0.30
H 2.58 -3.15 -2.59 0.46
H 1.63 -4.26 -0.82 0.51
H 0.22 -3.25 -0.83 0.21
H 2.58 -4.35 1.33 0.46
H 3.39 -3.18 3.37 0.44
H 3.08 -0.70 3.53 0.47
H 1.88 0.46 1.70 0.15
O -2.01 -2.31 -0.24 -0.45
N -1.73 -1.22 0.11 0.62
O -2.29 -0.87 1.30 -0.30
```

Computed properties:
energy: -1145.91176 Eh
multiplicity: 5
lowest unoccupied orbital energy (spin up / spin down): -7.11 / -9.28 eV
total charge: +2

---

Entry 7:
A cluster of 9 separate species, H18O9 in total, computed with wB97M-V/def2-TZVPD.

The geometry in XYZ format:
```
27
Properties=species:S:1:pos:R:3:mulliken_charge:R:1
O -1.13 -3.01 2.01 -0.63
H -0.47 -2.44 1.68 0.33
H -1.33 -3.56 1.26 0.30
O 1.46 -2.30 0.58 -0.63
H 2.04 -1.53 0.51 0.31
H 0.95 -2.32 -0.19 0.32
O -0.52 3.25 -0.51 -0.62
H 0.18 3.71 -0.10 0.29
H -0.42 2.35 -0.21 0.40
O -2.78 0.18 1.29 -0.62
H -1.95 0.52 0.93 0.37
H -2.79 -0.70 0.95 0.29
O -0.23 -0.24 2.97 -0.63
H -1.15 -0.27 3.31 0.34
H -0.09 0.68 3.00 0.28
O 0.69 0.54 -2.48 -0.70
H 1.17 1.35 -2.32 0.30
H 1.13 -0.02 -3.09 0.30
O -0.20 0.41 0.22 -0.53
H 0.11 0.41 -0.68 0.36
H 0.49 -0.03 0.65 0.17
O 2.96 -0.09 0.51 -0.61
H 3.79 -0.08 1.04 0.29
H 2.81 0.83 0.32 0.28
O -1.81 0.96 -3.65 -0.61
H -1.94 0.83 -4.60 0.30
H -0.97 0.58 -3.39 0.33
```

Computed properties:
energy above the lowest of the compared OMol25 structures with the same formula, charge and spin: 60.2 kcal per mole
energy: -687.92993 Eh
multiplicity: 1
lowest unoccupied orbital energy: -0.53 eV
total charge: 0

---

Entry 8:
A structure of composition C35H51CoN5OP2S3, computed with wB97M-V/def2-TZVPD.

The geometry in XYZ format:
```
98
Properties=species:S:1:pos:R:3:mulliken_charge:R:1
Co -0.07 -0.04 0.13 0.68
C 0.39 -0.59 3.76 -0.63
C 1.89 -0.55 3.97 -1.20
S 2.86 -0.95 2.49 0.46
C 3.58 0.64 2.00 -1.54
C 3.27 1.07 0.58 0.18
S 1.58 1.54 0.11 -0.04
C 1.01 2.68 1.39 -1.10
C 0.54 2.08 2.71 -1.10
S -0.35 0.52 2.52 -0.08
H -0.13 -0.42 4.71 0.59
H 0.10 -1.59 3.41 0.28
H 2.14 -1.30 4.72 0.53
H 2.24 0.40 4.38 0.50
H 4.67 0.53 2.06 0.73
H 3.32 1.40 2.73 0.47
H 3.50 0.27 -0.14 -0.65
H 3.88 1.93 0.31 0.79
H 0.17 3.21 0.91 0.14
H 1.79 3.42 1.56 0.78
H -0.12 2.79 3.21 0.68
H 1.38 1.91 3.38 0.48
N -2.68 0.21 -1.31 0.22
P -1.51 1.39 -0.92 1.54
C -2.42 2.75 -0.16 0.73
C -2.80 2.64 1.18 -0.65
C -3.57 3.62 1.78 -0.97
C -3.97 4.73 1.04 -0.58
C -3.62 4.84 -0.30 -0.78
C -2.85 3.85 -0.90 -0.47
C -0.96 2.02 -2.51 -0.18
C -0.13 3.14 -2.55 -0.06
C 0.34 3.63 -3.75 -0.91
C -0.01 2.99 -4.94 -0.61
C -0.82 1.86 -4.91 -0.76
C -1.28 1.37 -3.70 -0.60
C -2.72 -0.95 -0.57 0.27
C -3.83 -1.79 -0.56 -1.03
C -3.80 -2.93 0.21 -0.61
C -2.66 -3.23 0.95 -1.17
C -1.60 -2.36 0.89 -0.46
N -1.62 -1.24 0.14 1.39
H -3.54 0.49 -1.75 0.37
H -2.51 1.77 1.76 0.63
H -3.86 3.52 2.82 0.47
H -4.57 5.50 1.51 0.42
H -3.95 5.69 -0.87 0.46
H -2.59 3.95 -1.94 0.40
H 0.13 3.66 -1.63 0.40
H 0.97 4.50 -3.78 0.47
H 0.35 3.37 -5.89 0.44
H -1.09 1.37 -5.83 0.43
H -1.90 0.48 -3.69 0.43
H -4.70 -1.54 -1.15 0.53
H -4.65 -3.60 0.23 0.46
H -2.60 -4.11 1.57 0.55
H -0.67 -2.55 1.41 0.49
O 1.07 -1.62 -0.18 -0.43
P 2.06 -2.22 -1.15 -1.98
N 1.25 -3.33 -2.04 0.72
C 0.03 -4.03 -1.60 0.12
C 0.16 -5.41 -2.24 -0.75
C 0.89 -5.12 -3.55 -0.86
C 1.92 -4.06 -3.13 -0.15
N 3.34 -2.96 -0.47 0.41
C 3.08 -4.27 0.19 -0.10
C 4.08 -4.29 1.34 -0.66
C 5.27 -3.52 0.78 -0.80
C 4.64 -2.40 -0.05 0.08
N 2.70 -1.06 -2.14 0.71
C 1.71 -0.29 -2.94 1.29
C 2.56 0.37 -4.02 -0.73
C 3.60 -0.70 -4.32 -1.01
C 3.94 -1.26 -2.94 -0.64
H -0.86 -3.51 -1.97 0.12
H -0.03 -4.08 -0.52 -0.02
H -0.81 -5.89 -2.39 0.43
H 0.76 -6.06 -1.61 0.28
H 0.20 -4.70 -4.28 0.34
H 1.36 -6.00 -3.98 0.40
H 2.16 -3.39 -3.96 -0.13
H 2.85 -4.52 -2.78 0.35
H 3.27 -5.09 -0.51 0.30
H 2.05 -4.34 0.54 0.13
H 4.33 -5.31 1.65 0.46
H 3.67 -3.76 2.20 0.13
H 5.87 -4.17 0.13 0.35
H 5.93 -3.13 1.55 0.38
H 5.25 -2.15 -0.91 0.27
H 4.50 -1.50 0.55 -0.40
H 1.18 0.43 -2.33 -1.44
H 0.97 -0.96 -3.39 0.30
H 3.04 1.27 -3.62 0.31
H 1.97 0.67 -4.89 0.46
H 4.48 -0.32 -4.84 0.48
H 3.16 -1.48 -4.95 0.23
H 4.75 -0.69 -2.49 0.37
H 4.23 -2.31 -2.97 0.46
```

Computed properties:
energy above the lowest of the compared OMol25 structures with the same formula, charge and spin: 16.2 kcal per mole
energy: -4973.05968 Eh
multiplicity: 2
lowest unoccupied orbital energy (spin up / spin down): -5.40 / -4.76 eV
total charge: +2

---

Entry 9:
The ion C12H20N with charge +1, computed with wB97M-V/def2-TZVPD.

The geometry in XYZ format:
```
33
Properties=species:S:1:pos:R:3:mulliken_charge:R:1
C -3.19 -0.78 0.28 0.17
C -3.87 -1.81 -0.09 -0.77
C 0.79 0.14 1.30 -1.85
C 1.33 -1.25 0.79 -0.92
C -2.58 0.49 0.53 -0.49
C 0.00 1.02 0.41 1.08
C -1.23 0.25 -0.20 0.82
C 2.06 -1.13 -0.52 0.83
C -0.30 2.41 1.11 -1.48
C -1.14 -0.14 -1.69 -1.55
C 3.36 -0.38 -0.52 -1.21
C 1.54 -1.59 -1.65 -1.71
N -1.80 -0.72 0.75 0.01
H -3.33 -2.66 -0.05 0.34
H -4.89 -1.83 -0.48 0.29
H 0.34 -0.11 2.27 0.57
H 1.75 0.64 1.40 0.65
H 1.96 -1.63 1.67 0.40
H 0.60 -1.93 0.77 0.71
H -2.91 1.25 1.18 0.35
H 0.73 1.17 -0.50 0.29
H 0.47 2.67 1.90 0.39
H -1.21 2.53 1.78 0.30
H -0.34 3.23 0.41 0.38
H -0.99 0.83 -2.22 0.37
H -2.02 -0.66 -2.13 0.37
H -0.27 -0.68 -2.12 0.29
H 3.77 -0.55 0.49 0.29
H 3.00 0.68 -0.68 0.21
H 4.15 -0.46 -1.22 0.49
H 2.10 -1.41 -2.51 0.39
H -1.34 -0.99 1.63 0.30
H 0.74 -2.27 -1.76 0.68
```

Computed properties:
energy above the lowest of the compared OMol25 structures with the same formula, charge and spin: 83.2 kcal per mole
energy: -523.38760 Eh
multiplicity: 3
lowest unoccupied orbital energy (spin up / spin down): -2.75 / -4.94 eV
total charge: +1

---

Entry 10:
A structure of composition N2O6Rb3, computed with wB97M-V/def2-TZVPD.

The geometry in XYZ format:
```
11
Properties=species:S:1:pos:R:3:mulliken_charge:R:1
Rb 4.08 3.14 -0.68 1.00
Rb 2.94 -2.24 -2.00 1.00
Rb -1.05 -1.27 -2.11 1.00
N 1.24 0.42 0.19 0.69
O 1.12 -0.25 -0.91 -0.75
O 2.14 1.30 0.22 -0.57
O 0.89 -0.09 1.24 -0.38
N -2.93 -0.26 1.10 0.74
O -2.00 -0.15 1.92 -0.52
O -3.26 0.80 0.50 -0.56
O -3.17 -1.40 0.53 -0.63
```

Computed properties:
energy above the lowest of the compared OMol25 structures with the same formula, charge and spin: 66.8 kcal per mole
energy: -632.75420 Eh
multiplicity: 1
lowest unoccupied orbital energy: -4.63 eV
total charge: +1

---

Entry 11:
A cluster of 3 separate species, C3H14NO2S2 in total, computed with wB97M-V/def2-TZVPD.

The geometry in XYZ format:
```
22
Properties=species:S:1:pos:R:3:mulliken_charge:R:1
N -1.74 0.67 1.95 -0.18
C -1.21 1.42 0.79 -0.58
C 0.24 1.09 0.59 -0.66
S 0.42 -0.59 -0.07 -0.38
S -0.33 -0.46 -2.14 -0.39
C 1.21 0.21 -2.82 -0.74
H -1.94 -0.31 1.71 0.24
H -2.58 1.02 2.42 0.38
H -1.03 0.64 2.68 0.36
H -1.36 2.50 0.88 0.38
H -1.77 1.09 -0.09 0.29
H 0.69 1.87 -0.03 0.25
H 0.83 1.14 1.51 0.32
H 1.25 1.28 -2.59 0.21
H 1.26 0.03 -3.90 0.29
H 2.13 -0.24 -2.41 0.26
H -3.20 -2.30 1.08 0.32
H -1.80 -2.80 0.87 0.32
O -2.31 -2.21 1.44 -0.69
H 3.82 0.12 1.99 0.29
H 3.94 1.52 2.25 0.29
O 3.25 0.89 1.96 -0.58
```

Computed properties:
energy above the lowest of the compared OMol25 structures with the same formula, charge and spin: 3.9 kcal per mole
energy: -1124.18286 Eh
multiplicity: 2
lowest unoccupied orbital energy (spin up / spin down): -0.16 / -0.19 eV
total charge: 0

---

Entry 12:
An isolated molecule of C4H9N3O2, computed with wB97M-V/def2-TZVPD.

The geometry in XYZ format:
```
18
Properties=species:S:1:pos:R:3:mulliken_charge:R:1
C -1.21 -0.41 -0.10 0.81
C -0.46 -0.29 -1.33 -0.65
C 0.42 1.02 1.18 -0.08
C 0.82 1.24 2.54 -0.43
N -0.66 0.23 1.02 -0.11
N -0.40 -1.39 -3.60 -0.72
N -0.99 -1.05 -2.31 -0.03
O -2.10 -1.28 0.01 -0.73
O 2.28 1.10 2.78 -0.53
H 0.34 0.29 -1.57 0.38
H 1.00 1.35 0.32 0.26
H 0.33 0.61 3.20 0.29
H 0.63 2.28 2.98 0.21
H -1.00 -0.14 1.85 0.18
H 0.59 -1.76 -3.38 0.28
H -0.29 -0.40 -4.15 0.27
H -1.87 -1.57 -2.07 0.29
H 2.57 0.16 2.63 0.30
```

Computed properties:
energy above the lowest of the compared OMol25 structures with the same formula, charge and spin: 114.3 kcal per mole
energy: -472.41145 Eh
multiplicity: 1
lowest unoccupied orbital energy (spin up / spin down): -0.11 / 0.32 eV
total charge: 0